C44H47N2O8SSi | wB97M-V/def2-TZVPD

Structure (XYZ):
```
103
Properties=species:S:1:pos:R:3:forces:R:3
C -0.740 0.062 1.915 0.01 0.09 -0.22
Si 0.117 0.923 0.477 0.00 0.06 -0.30
C -0.988 0.811 -1.067 0.02 -0.06 0.64
C 0.420 2.751 0.857 -0.49 -0.24 0.38
C -0.353 3.330 2.072 0.30 0.59 -0.34
C -1.628 4.101 1.728 -0.01 -0.31 0.36
C -2.860 3.220 1.533 -0.13 0.52 0.00
C -4.039 3.936 0.838 0.21 -0.85 -0.47
C -4.327 3.409 -0.600 0.32 0.66 0.71
C -5.806 3.154 -0.897 0.19 0.08 -0.46
C -6.111 1.712 -1.326 -0.27 -0.17 0.31
C -5.355 0.697 -0.524 -0.07 0.01 -0.37
C -4.353 -0.073 -1.074 -0.23 0.03 0.26
C -3.696 -0.993 -0.266 0.04 -0.08 -0.18
N -3.956 -1.155 1.014 0.11 -0.03 -0.06
N -4.903 -0.394 1.506 -0.42 0.35 0.62
S -5.194 -0.664 3.216 0.09 -0.22 -0.06
C -5.625 0.491 0.823 0.25 0.02 -0.48
C 1.716 0.047 0.019 -0.12 0.11 0.25
C 1.991 -1.229 0.522 0.47 -0.07 -0.25
C 3.158 -1.914 0.170 -0.23 0.82 -0.33
C 4.052 -1.304 -0.709 -0.23 -0.14 0.27
C 3.797 -0.031 -1.212 -0.24 0.11 0.02
C 2.638 0.652 -0.851 0.00 -0.76 0.35
H -1.789 0.346 1.962 -0.16 0.11 -0.03
H -0.712 -1.022 1.822 0.05 -0.13 0.03
H -0.315 0.349 2.874 0.15 -0.08 0.11
H -1.069 -0.223 -1.398 0.12 -0.04 -0.22
H -0.560 1.436 -1.845 0.03 -0.04 -0.26
H -1.990 1.173 -0.835 -0.07 0.17 -0.07
H 1.481 2.910 1.035 0.19 -0.11 -0.10
H 0.164 3.346 -0.019 0.09 0.06 -0.21
H 0.304 4.057 2.545 0.14 0.00 0.16
H -0.549 2.586 2.835 -0.10 -0.13 0.11
H -1.826 4.768 2.565 -0.12 0.20 0.01
H -1.463 4.741 0.862 0.05 -0.01 -0.20
H -2.567 2.324 0.988 -0.09 -0.19 -0.14
H -3.202 2.909 2.520 0.15 -0.26 0.16
H -3.826 4.997 0.772 -0.15 0.26 0.23
H -4.931 3.789 1.441 -0.20 0.22 0.13
H -3.920 4.135 -1.293 -0.03 -0.04 -0.32
H -3.729 2.513 -0.730 0.01 -0.22 -0.21
H -6.433 3.436 -0.054 -0.01 -0.06 0.21
H -6.115 3.796 -1.717 -0.17 0.07 -0.08
H -7.177 1.516 -1.207 -0.11 -0.01 -0.03
H -5.891 1.542 -2.375 0.17 0.10 -0.18
H -4.087 0.034 -2.114 0.09 -0.02 -0.14
H -2.913 -1.608 -0.677 0.11 -0.21 0.16
H -5.431 0.625 3.502 0.04 0.05 -0.12
H -6.409 1.040 1.314 -0.05 -0.08 0.35
H 1.303 -1.716 1.199 -0.09 0.00 0.08
H 3.348 -2.892 0.571 0.08 -0.28 0.07
H 4.948 -1.836 -0.996 0.15 0.07 -0.04
H 4.499 0.426 -1.893 0.10 0.04 -0.06
H 2.433 1.640 -1.236 0.10 0.15 -0.12
C 5.772 -5.151 2.159 0.04 0.00 0.00
C 6.814 -5.281 2.975 -0.02 0.01 -0.05
C 6.652 -5.207 4.450 0.00 0.01 0.02
O 7.598 -5.324 5.195 0.01 -0.01 0.00
C 5.280 -4.982 4.978 -0.06 0.01 -0.01
C 4.239 -4.852 4.160 0.03 -0.01 0.02
C 4.405 -4.926 2.688 0.02 -0.01 0.02
O 3.454 -4.804 1.940 -0.02 0.04 0.01
H 5.867 -5.201 1.082 -0.03 0.00 0.00
H 7.820 -5.446 2.612 0.01 0.00 0.03
H 5.185 -4.930 6.055 0.04 0.01 0.00
H 3.233 -4.688 4.522 -0.01 0.00 -0.03
C -3.123 1.946 -4.402 0.00 -0.05 0.00
C -3.012 0.942 -5.268 0.01 0.00 0.09
C -3.699 0.984 -6.588 -0.02 0.00 -0.06
O -3.605 0.067 -7.369 -0.01 -0.02 0.03
C -4.504 2.193 -6.901 -0.01 0.04 0.03
C -4.613 3.197 -6.034 0.00 -0.02 -0.03
C -3.935 3.150 -4.717 0.03 0.00 0.00
O -4.038 4.055 -3.915 -0.08 -0.02 0.06
H -2.623 1.943 -3.439 0.01 0.05 -0.01
H -2.419 0.058 -5.066 0.01 -0.01 -0.05
H -4.991 2.204 -7.868 0.02 -0.03 -0.01
H -5.195 4.085 -6.243 0.02 0.02 0.02
C 4.615 -3.572 -6.436 0.05 -0.01 0.02
C 5.639 -3.717 -5.599 -0.03 0.00 -0.04
C 5.447 -3.638 -4.129 0.03 0.00 0.00
O 6.376 -3.763 -3.360 0.00 0.01 0.01
C 4.071 -3.396 -3.631 -0.08 -0.02 0.00
C 3.048 -3.250 -4.467 0.02 0.01 0.03
C 3.238 -3.326 -5.937 -0.01 0.01 -0.02
O 2.305 -3.191 -6.698 -0.01 0.01 0.00
H 4.732 -3.623 -7.511 -0.03 0.00 -0.01
H 6.650 -3.895 -5.941 0.01 0.00 0.03
H 3.952 -3.344 -2.557 0.00 -0.02 0.01
H 2.037 -3.069 -4.123 -0.01 -0.01 -0.03
C 2.157 0.946 4.244 0.03 -0.01 0.00
C 3.216 0.175 4.477 -0.01 0.01 -0.05
C 3.460 -0.407 5.823 -0.02 0.02 0.00
O 4.419 -1.114 6.036 0.02 -0.06 -0.01
C 2.479 -0.093 6.894 -0.04 0.02 0.00
C 1.420 0.677 6.658 0.03 0.00 0.03
C 1.175 1.253 5.314 0.00 -0.02 -0.07
O 0.199 1.939 5.085 -0.02 -0.07 0.07
H 1.959 1.379 3.270 0.01 0.02 0.01
H 3.942 -0.065 3.711 0.01 -0.02 0.01
H 2.678 -0.526 7.866 0.03 -0.01 -0.01
H 0.692 0.916 7.423 -0.01 0.02 -0.02
```
Forces are in eV/Å.

Output
charge	+1
E	-3103.55541	a.u.

Mulliken atomic charge list, values in e, 5 entries: -0.791, 0.041, -0.473, -0.764, -0.419